Molecular formula: C6H12S
Method: DFT, wB97M-V/def2-TZVPD

The geometry in ORCA input format:
```
! RIJCOSX wB97M-V def2-TZVPD def2/J DEFGRID3
* xyz 0 1
C 0.923 0.201 -0.526
C 0.083 -1.520 1.859
C 1.913 -0.251 0.488
C 1.209 -0.522 1.832
C -1.727 -0.699 -1.281
C -1.060 1.853 -0.991
S -0.642 0.373 -0.086
H 1.315 0.335 -1.498
H -0.429 -1.352 2.808
H 2.362 -1.339 0.071
H 2.708 0.404 0.533
H 1.048 0.435 2.424
H 1.730 -1.273 2.410
H -1.297 -1.665 -1.119
H -2.829 -0.773 -1.105
H -1.680 -0.566 -2.411
H -0.766 2.669 -0.375
H -0.705 1.925 -1.984
H -2.156 1.763 -1.047
*
```

Computed properties:
Highest occupied orbital energy (eV): -6.864
Total energy (eV): -17244.32608
ΔE to the lowest compared entry with this formula, charge and spin (kcal/mol): 167.8
F_max (eV/Å): 5.57
Gap between HOMO and LUMO (eV): 7.00

---

Molecular formula: C6H12S
Method: DFT, wB97M-V/def2-TZVPD

The geometry in ORCA input format:
```
! RIJCOSX wB97M-V def2-TZVPD def2/J DEFGRID3
* xyz 0 1
C -0.243 -0.326 1.893
C 0.240 0.943 1.172
C 1.072 0.296 -0.927
C 1.155 -1.211 -1.278
C -0.241 0.874 -0.304
C -1.561 0.256 -0.566
H -0.354 -1.172 1.214
H 0.362 -0.546 2.732
H -1.226 -0.264 2.317
H -0.054 1.855 1.697
H 1.242 0.917 -1.853
H 2.135 -1.377 -1.669
H 0.395 -1.495 -2.060
H 1.090 -1.869 -0.427
H -0.220 1.849 -0.614
H -1.910 0.518 -1.614
H -1.617 -0.804 -0.394
H -2.249 0.704 0.164
S 1.984 0.853 0.518
*
```

Computed properties:
Highest occupied orbital energy (eV): -8.573
Total energy (eV): -17251.01940
ΔE to the lowest compared entry with this formula, charge and spin (kcal/mol): 13.4
F_max (eV/Å): 2.83
Gap between HOMO and LUMO (eV): 9.53

---

Molecular formula: C6H12S
Method: DFT, wB97M-V/def2-TZVPD

The geometry in ORCA input format:
```
! RIJCOSX wB97M-V def2-TZVPD def2/J DEFGRID3
* xyz 0 1
C -1.651 -1.620 1.230
S -0.701 -0.338 0.409
C -1.820 -0.200 -1.042
C -0.393 1.333 0.603
C 1.146 1.567 0.509
C 1.744 0.497 -0.546
C 0.982 -0.787 -0.299
H -1.488 -2.580 0.640
H -0.981 -1.835 2.105
H -2.591 0.242 -0.356
H -1.490 0.598 -1.777
H -2.000 -1.220 -1.484
H -0.569 1.616 1.578
H 1.289 2.509 -0.071
H 1.769 1.429 1.371
H 1.506 1.067 -1.433
H 2.778 0.336 -0.533
H 0.965 -1.301 -1.264
H 1.505 -1.312 0.360
*
```

Computed properties:
Highest occupied orbital energy (eV): -7.911
Total energy (eV): -17244.87151
ΔE to the lowest compared entry with this formula, charge and spin (kcal/mol): 155.2
F_max (eV/Å): 4.93
SMILES string: C=[S@@]1(C)=CCCC1
Gap between HOMO and LUMO (eV): 8.60

---

Molecular formula: C6H12SSi
Method: DFT, wB97M-V/def2-TZVPD

The geometry in ORCA input format:
```
! RIJCOSX wB97M-V def2-TZVPD def2/J DEFGRID3
* xyz 0 1
C 0.924 -1.380 -0.850
C -1.148 0.317 0.282
C 1.660 0.859 1.116
C 0.961 1.498 -1.780
C 1.115 -2.532 0.074
C -3.749 0.095 0.508
Si 0.556 0.293 -0.347
S -2.363 -0.317 -0.626
H 1.739 2.031 1.219
H 1.218 0.632 2.087
H 2.642 0.476 1.065
H 2.022 1.956 -1.522
H 0.920 0.994 -2.704
H 0.227 2.418 -1.666
H 0.514 -3.414 -0.206
H 2.077 -2.889 -0.009
H 0.832 -2.169 1.169
H -4.347 -0.898 0.587
H -4.286 0.943 -0.020
H -3.360 0.556 1.323
*
```

Computed properties:
Highest occupied orbital energy (alpha / beta) (eV): -7.633 / -8.046
Total energy (eV): -25122.68251
ΔE to the lowest compared entry with this formula, charge and spin (kcal/mol): 134.3
F_max (eV/Å): 5.33
Gap between HOMO and LUMO (alpha / beta) (eV): 7.12 / 7.30

---

Molecular formula: C6H13BiO3
Method: DFT, wB97M-V/def2-TZVPD

The geometry in ORCA input format:
```
! RIJCOSX wB97M-V def2-TZVPD def2/J DEFGRID3
* xyz 1 2
C 3.135 1.513 -0.321
O 1.982 0.721 -0.426
C 2.095 -0.660 0.022
C 0.984 -1.466 -0.517
O -0.188 -1.458 0.364
C -1.431 -1.886 -0.126
C -2.465 -0.835 0.212
O -2.129 0.400 -0.413
C -3.073 1.431 -0.179
Bi -0.068 0.809 -0.754
H 2.896 2.537 -0.635
H 3.470 1.541 0.728
H 3.909 1.109 -0.992
H 2.076 -0.596 1.128
H 1.236 -2.530 -0.624
H -1.717 -2.822 0.378
H -1.417 -2.089 -1.210
H -2.478 -0.661 1.301
H -3.462 -1.158 -0.125
H -2.611 2.423 -0.224
H -3.832 1.396 -0.972
H -3.487 1.338 0.836
H 2.239 -1.341 -1.228
*
```

Computed properties:
Highest occupied orbital energy (alpha / beta) (eV): -10.993 / -12.165
Total energy (eV): -18400.17386
ΔE to the lowest compared entry with this formula, charge and spin (kcal/mol): 55.5
F_max (eV/Å): 3.24
Gap between HOMO and LUMO (alpha / beta) (eV): 6.67 / 7.45

---

Molecular formula: C6H13Br2
Method: DFT, wB97M-V/def2-TZVPD

The geometry in ORCA input format:
```
! RIJCOSX wB97M-V def2-TZVPD def2/J DEFGRID3
* xyz 0 2
Br -0.472 0.458 -0.578
Br 0.539 0.207 1.554
C -2.495 2.547 1.715
C -3.339 1.268 1.959
C -2.844 0.323 2.963
C -3.046 0.705 4.384
C -2.270 -0.953 2.635
C -3.286 -2.052 2.243
H -3.034 3.195 1.016
H -2.293 3.103 2.642
H -1.522 2.274 1.270
H -4.334 1.601 2.306
H -3.507 0.771 0.994
H -2.575 -0.041 5.042
H -2.593 1.698 4.562
H -4.109 0.779 4.692
H -1.573 -0.831 1.787
H -1.653 -1.290 3.483
H -2.717 -2.898 1.859
H -3.872 -2.376 3.108
H -3.963 -1.687 1.468
*
```

Computed properties:
Highest occupied orbital energy (alpha / beta) (eV): -6.682 / -10.352
Total energy (eV): -146515.72800
ΔE to the lowest compared entry with this formula, charge and spin (kcal/mol): 31.5
F_max (eV/Å): 1.61
Gap between HOMO and LUMO (alpha / beta) (eV): 4.60 / 8.27